# 1
# C2H2N2O2

One molecule with the formula C2H2N2O2 (ωB97M-V with the def2-TZVPD basis set, OMol25).

Cartesian coordinates (Å):
C: 1.03 -0.12 -0.04
C: 0.07 1.00 -0.09
H: 0.30 2.06 -0.05
H: -1.64 -1.29 0.53
N: -1.14 0.55 -0.04
N: -1.08 -0.79 -0.17
O: 2.23 -0.18 -0.05
O: 0.23 -1.23 -0.09

Properties
Orbital gap   10.25 eV
Relative energy (zero: lowest compared OMol25 entry of this formula, charge and spin)   56.74 kcal per mole
Maximum force   1.2 eV Å⁻¹
Net charge   0

Let us look at the Löwdin charges, expressed in e, one per atom: atom 1 (C): -0.46, atom 2 (C): -0.03, atom 3 (H): 0.12, atom 4 (H): 0.16, atom 5 (N): 0.07, atom 6 (N): -0.03, atom 7 (O): 0.11, atom 8 (O): 0.06

# 2
# C7H15N2O2S3Se3TeV

C7H15N2O2S3Se3TeV as an isolated structure (ωB97M-V with the def2-TZVPD basis set, OMol25).

Cartesian coordinates (Å):
V: -0.23 -0.77 1.60
Se: 1.76 -1.54 2.84
Se: 1.64 -0.81 5.10
Te: 1.19 1.62 4.62
Se: -0.75 1.20 3.08
N: -1.62 -1.99 2.82
N: -2.44 -2.76 1.98
C: -2.03 -2.86 0.63
O: -2.64 -3.64 -0.08
O: -1.09 -2.04 0.28
H: -0.95 -2.53 3.36
H: -2.17 -1.40 3.44
H: -2.83 -3.61 2.36
C: 1.71 0.44 -2.87
C: 2.65 -0.05 -1.79
S: 2.07 -0.04 -0.07
C: 1.70 1.69 0.25
C: 0.36 2.25 -0.25
S: -1.06 1.14 0.04
C: -1.86 0.83 -1.57
C: -1.08 0.73 -2.87
S: 0.19 -0.55 -2.94
H: 2.21 0.38 -3.84
H: 1.44 1.48 -2.71
H: 3.59 0.49 -1.83
H: 2.88 -1.11 -1.96
H: 2.53 2.32 -0.10
H: 1.71 1.74 1.35
H: 0.37 2.51 -1.31
H: 0.15 3.16 0.31
H: -2.61 1.62 -1.69
H: -2.38 -0.11 -1.38
H: -0.61 1.69 -3.13
H: -1.79 0.51 -3.66

Properties
Orbital gap (alpha / beta)   5.92 / 5.44 eV
Spin multiplicity   2
<S²>   0.765
Maximum force   1.2 eV Å⁻¹
Net charge   -1

Let us look at the Löwdin charges, expressed in e, one per atom: atom 1 (V): -0.06, atom 2 (Se): -0.06, atom 3 (Se): -0.29, atom 4 (Te): 0.17, atom 5 (Se): -0.14, atom 6 (N): -0.07, atom 7 (N): -0.01, atom 8 (C): -0.71, atom 9 (O): 0.02, atom 10 (O): -0.18, atom 11 (H): 0.07, atom 12 (H): 0.07, atom 13 (H): 0.13, atom 14 (C): -0.54, atom 15 (C): -0.54, atom 16 (S): 0.79, atom 17 (C): -0.52, atom 18 (C): -0.48, atom 19 (S): 0.75, atom 20 (C): -0.49, atom 21 (C): -0.54, atom 22 (S): 0.89, atom 23 (H): 0.07, atom 24 (H): 0.05, atom 25 (H): 0.07, atom 26 (H): 0.07, atom 27 (H): 0.08, atom 28 (H): 0.01, atom 29 (H): 0.05, atom 30 (H): 0.07, atom 31 (H): 0.07, atom 32 (H): 0.07, atom 33 (H): 0.06, atom 34 (H): 0.07

Please write out number 2 again, unchanged.
# C7H15N2O2S3Se3TeV

C7H15N2O2S3Se3TeV as an isolated structure (ωB97M-V with the def2-TZVPD basis set, OMol25).

Cartesian coordinates (Å):
V: -0.23 -0.77 1.60
Se: 1.76 -1.54 2.84
Se: 1.64 -0.81 5.10
Te: 1.19 1.62 4.62
Se: -0.75 1.20 3.08
N: -1.62 -1.99 2.82
N: -2.44 -2.76 1.98
C: -2.03 -2.86 0.63
O: -2.64 -3.64 -0.08
O: -1.09 -2.04 0.28
H: -0.95 -2.53 3.36
H: -2.17 -1.40 3.44
H: -2.83 -3.61 2.36
C: 1.71 0.44 -2.87
C: 2.65 -0.05 -1.79
S: 2.07 -0.04 -0.07
C: 1.70 1.69 0.25
C: 0.36 2.25 -0.25
S: -1.06 1.14 0.04
C: -1.86 0.83 -1.57
C: -1.08 0.73 -2.87
S: 0.19 -0.55 -2.94
H: 2.21 0.38 -3.84
H: 1.44 1.48 -2.71
H: 3.59 0.49 -1.83
H: 2.88 -1.11 -1.96
H: 2.53 2.32 -0.10
H: 1.71 1.74 1.35
H: 0.37 2.51 -1.31
H: 0.15 3.16 0.31
H: -2.61 1.62 -1.69
H: -2.38 -0.11 -1.38
H: -0.61 1.69 -3.13
H: -1.79 0.51 -3.66

Properties
Orbital gap (alpha / beta)   5.92 / 5.44 eV
Spin multiplicity   2
<S²>   0.765
Maximum force   1.2 eV Å⁻¹
Net charge   -1

Let us look at the Löwdin charges, expressed in e, one per atom: atom 1 (V): -0.06, atom 2 (Se): -0.06, atom 3 (Se): -0.29, atom 4 (Te): 0.17, atom 5 (Se): -0.14, atom 6 (N): -0.07, atom 7 (N): -0.01, atom 8 (C): -0.71, atom 9 (O): 0.02, atom 10 (O): -0.18, atom 11 (H): 0.07, atom 12 (H): 0.07, atom 13 (H): 0.13, atom 14 (C): -0.54, atom 15 (C): -0.54, atom 16 (S): 0.79, atom 17 (C): -0.52, atom 18 (C): -0.48, atom 19 (S): 0.75, atom 20 (C): -0.49, atom 21 (C): -0.54, atom 22 (S): 0.89, atom 23 (H): 0.07, atom 24 (H): 0.05, atom 25 (H): 0.07, atom 26 (H): 0.07, atom 27 (H): 0.08, atom 28 (H): 0.01, atom 29 (H): 0.05, atom 30 (H): 0.07, atom 31 (H): 0.07, atom 32 (H): 0.07, atom 33 (H): 0.06, atom 34 (H): 0.07